Below is a 4-piece molecular cluster, C39H54BrNO6S4 overall at a distorted geometry, with properties calculated with ωB97M-V with the def2-TZVPD basis set.

The geometry in ORCA input format:
```
! wB97M-V def2-TZVPD RIJCOSX def2/J DEFGRID3
* xyz 0 1
C 1.47 -4.39 4.60
C 1.73 -5.11 3.20
C 1.67 -4.07 2.00
C 3.16 -3.65 1.58
C 3.70 -4.62 0.44
N 3.33 -2.21 1.35
C 2.56 -1.63 0.30
C 1.75 -2.33 -0.70
C 0.95 -1.64 -1.72
C 0.09 -2.52 -2.70
C -1.29 -2.78 -1.97
C -2.37 -1.78 -2.05
C -3.66 -1.92 -1.41
C -3.89 -3.14 -0.61
C -2.84 -4.16 -0.50
C -1.54 -3.98 -1.17
C 0.96 -0.18 -1.82
C 1.76 0.55 -0.83
C 2.51 -0.15 0.19
S 3.47 0.81 1.42
C 4.95 -0.26 1.57
C 6.28 0.30 1.75
C 6.40 1.86 1.77
Br 8.27 2.47 1.40
C 5.78 2.56 3.05
C 5.55 1.62 4.29
C 7.45 -0.56 1.87
C 7.21 -2.01 1.81
C 5.87 -2.57 1.63
C 4.66 -1.72 1.49
H 1.74 -5.14 5.40
H 2.13 -3.49 4.73
H 0.38 -4.13 4.71
H 0.96 -5.91 3.05
H 2.75 -5.59 3.27
H 1.13 -3.14 2.33
H 1.15 -4.58 1.15
H 3.77 -3.91 2.50
H 4.14 -4.01 -0.41
H 4.53 -5.30 0.77
H 2.86 -5.22 0.01
H 1.68 -3.44 -0.68
H -0.16 -1.93 -3.62
H 0.63 -3.48 -2.90
H -2.13 -0.87 -2.66
H -4.48 -1.17 -1.45
H -4.87 -3.26 -0.09
H -3.09 -5.06 0.11
H -0.77 -4.80 -1.05
H 0.39 0.36 -2.60
H 1.81 1.66 -0.83
H 5.81 2.23 0.88
H 4.85 3.12 2.75
H 6.51 3.37 3.36
H 4.98 0.69 4.07
H 4.92 2.20 5.02
H 6.52 1.43 4.83
H 8.50 -0.22 1.98
H 8.11 -2.67 1.92
H 5.80 -3.68 1.63
O 1.30 3.59 -2.11
S 1.28 4.50 -0.99
O 0.61 4.18 0.24
C 2.96 4.98 -0.63
C 3.20 6.21 -1.51
C 1.93 7.05 -1.40
C 0.74 6.11 -1.57
H 3.64 4.16 -0.85
H 3.02 5.24 0.43
H 4.09 6.76 -1.19
H 3.35 5.90 -2.55
H 1.89 7.52 -0.41
H 1.91 7.85 -2.14
H -0.12 6.43 -0.98
H 0.45 6.01 -2.61
O -4.70 0.73 -4.46
S -4.72 1.62 -3.32
O -5.39 1.28 -2.09
C -3.04 2.10 -2.95
C -2.80 3.34 -3.81
C -4.08 4.18 -3.69
C -5.27 3.24 -3.87
H -2.36 1.28 -3.18
H -2.99 2.34 -1.89
H -1.92 3.89 -3.48
H -2.65 3.05 -4.85
H -4.12 4.63 -2.69
H -4.10 4.99 -4.42
H -6.13 3.55 -3.28
H -5.56 3.15 -4.92
O -9.76 -1.99 2.03
S -8.38 -2.19 1.68
O -7.64 -3.35 2.11
C -8.21 -2.01 -0.08
C -7.96 -0.53 -0.30
C -6.97 -0.11 0.80
C -7.46 -0.71 2.12
H -9.11 -2.38 -0.58
H -7.34 -2.60 -0.40
H -7.57 -0.32 -1.29
H -8.90 0.03 -0.18
H -5.98 -0.51 0.56
H -6.88 0.97 0.87
H -6.64 -0.98 2.77
H -8.14 -0.03 2.63
*
```

Properties
Energy in Eh: -6191.2983
Gap between HOMO and LUMO in eV: 7.734
Structure (SMILES): CCC[C@@H](C)N1c2cc(Cc3ccccc3)ccc2Sc2c([C@H](Br)CC)cccc21.O=S1(=O)CCCC1.O=S1(=O)CCCC1.O=S1(=O)CCCC1
Molecular weight in u: 841.03

=====

Below is C32H25LiN4O7S as an isolated structure, with properties calculated with ωB97M-V with the def2-TZVPD basis set.

The geometry in ORCA input format:
```
! wB97M-V def2-TZVPD RIJCOSX def2/J DEFGRID3
* xyz -2 1
Li 0.02 0.02 0.02
O 1.99 0.01 -0.11
C 2.94 0.85 -0.05
C 4.29 0.43 0.14
C 5.34 1.32 0.19
C 5.14 2.69 0.03
C 3.84 3.14 -0.16
C 2.75 2.28 -0.18
C 1.41 2.86 -0.31
N 0.36 2.23 0.03
N -0.85 2.91 -0.05
C -1.80 2.04 -0.32
O -1.67 0.83 -0.65
C -3.21 2.58 -0.23
C -3.49 3.94 -0.18
C -4.79 4.39 -0.07
C -5.84 3.48 0.00
C -5.57 2.12 -0.05
C -4.26 1.67 -0.17
H 4.45 -0.63 0.28
H 6.35 0.94 0.36
H 5.97 3.39 0.06
H 3.65 4.20 -0.27
H 1.33 3.89 -0.69
H -2.65 4.64 -0.23
H -5.00 5.46 -0.04
H -6.86 3.84 0.10
H -6.38 1.41 0.00
H -4.02 0.62 -0.21
C 1.46 1.12 3.18
C 0.36 0.13 3.13
N -0.24 -0.27 2.04
C -1.13 -1.26 2.38
C -1.07 -1.46 3.73
N -0.14 -0.53 4.21
C -1.81 -2.32 4.66
O -2.01 -1.73 5.90
O -2.21 -3.43 4.48
C -1.90 -1.96 1.26
O -3.06 -2.31 1.51
O -1.21 -2.11 0.22
H 1.43 1.71 2.26
H 2.43 0.62 3.22
H 1.36 1.78 4.05
H 0.30 -0.55 5.11
H -1.87 -0.78 5.81
O 3.28 -2.85 0.85
S 1.87 -2.75 0.35
C 1.39 -4.49 0.09
C 2.40 -5.44 -0.05
C 2.06 -6.76 -0.26
C 0.72 -7.14 -0.33
C -0.27 -6.18 -0.17
C 0.06 -4.85 0.04
C 1.98 -2.45 -1.43
C 3.22 -2.47 -2.03
C 3.32 -2.24 -3.39
C 2.18 -1.97 -4.14
C 0.93 -1.95 -3.51
C 0.82 -2.19 -2.15
H 3.43 -5.12 0.03
H 2.84 -7.51 -0.38
H 0.46 -8.18 -0.48
H -1.32 -6.47 -0.21
H -0.71 -4.08 0.15
H 4.10 -2.66 -1.42
H 4.29 -2.25 -3.87
H 2.26 -1.77 -5.20
H 0.04 -1.73 -4.09
H -0.14 -2.17 -1.65
*
```

Properties
Energy in Eh: -2386.0311
Gap between HOMO and LUMO in eV: 5.796
Molecular weight in u: 616.58

=====

Below is C23H38InN9O2S as an isolated structure, with properties calculated with ωB97M-V with the def2-TZVPD basis set.

The geometry in ORCA input format:
```
! wB97M-V def2-TZVPD RIJCOSX def2/J DEFGRID3
* xyz 2 1
In 0.03 0.89 -1.75
N 1.53 2.53 -5.66
C 1.16 2.37 -4.39
S 1.88 1.04 -3.51
N 0.29 3.26 -3.92
N -0.10 3.00 -2.65
C -0.59 3.94 -1.96
C -1.02 3.64 -0.58
C -1.49 4.66 0.23
C -1.88 4.37 1.53
C -1.78 3.06 1.98
C -1.31 2.10 1.10
N -0.92 2.37 -0.15
H 2.28 1.99 -6.05
H 1.21 3.35 -6.16
H -0.67 4.95 -2.35
H -1.56 5.66 -0.16
H -2.25 5.14 2.18
H -2.07 2.78 2.98
H -1.25 1.07 1.43
C -2.40 -0.02 -3.84
C -1.10 -0.68 -4.26
N -0.35 -1.17 -3.09
C -0.97 -2.31 -2.40
C -1.05 -2.10 -0.89
N -1.48 -0.73 -0.55
C -2.91 -0.51 -0.86
C -3.17 0.78 -1.64
N -2.20 0.94 -2.74
H -3.13 -0.77 -3.53
H -2.83 0.48 -4.71
H -0.46 0.04 -4.78
H -1.32 -1.49 -4.97
H 0.59 -1.40 -3.41
H -0.41 -3.23 -2.59
H -1.96 -2.48 -2.82
H -0.08 -2.28 -0.43
H -1.74 -2.84 -0.47
H -1.33 -0.62 0.45
H -3.50 -0.49 0.06
H -3.27 -1.36 -1.43
H -3.09 1.64 -0.99
H -4.20 0.76 -2.02
H -2.27 1.88 -3.10
O 1.94 2.55 -0.41
H 1.97 3.20 0.29
H 2.84 2.51 -0.77
C 3.23 -3.22 4.73
C 2.92 -1.80 4.31
N 1.48 -1.54 4.16
C 0.66 -1.52 5.38
C -0.20 -2.77 5.52
C 0.88 -1.24 3.01
O -0.31 -0.89 2.92
C 1.62 -1.28 1.69
C 2.39 -2.33 1.19
C 2.75 -2.31 -0.15
C 2.27 -1.30 -0.97
N 1.50 -0.31 -0.49
C 1.25 -0.28 0.82
H 4.31 -3.37 4.77
H 2.81 -3.95 4.04
H 2.84 -3.44 5.72
H 3.43 -1.54 3.38
H 3.29 -1.10 5.07
H 0.02 -0.64 5.34
H 1.34 -1.41 6.22
H -0.91 -2.85 4.70
H -0.78 -2.72 6.45
H 0.41 -3.67 5.56
H 2.68 -3.15 1.83
H 3.37 -3.09 -0.57
H 2.48 -1.28 -2.03
H 0.66 0.55 1.18
*
```

Properties
Energy in Eh: -2130.4431
Gap between HOMO and LUMO in eV: 7.789
Molecular weight in u: 619.50

=====

Below is C27H69BFO9P as an isolated structure at a distorted geometry, with properties calculated with ωB97M-V with the def2-TZVPD basis set.

The geometry in ORCA input format:
```
! wB97M-V def2-TZVPD RIJCOSX def2/J DEFGRID3
* xyz 0 1
C -1.54 -1.01 0.90
C -1.18 -0.45 2.32
O -0.09 -1.25 2.79
C 0.93 -0.48 3.41
C 1.70 0.45 2.40
C 3.10 -0.15 2.02
C 3.57 0.31 0.60
C 4.82 -0.58 0.21
P 4.75 -1.22 -1.55
F 5.23 -2.78 -1.00
O 4.29 0.35 -2.18
B 3.86 0.08 -3.51
O 4.65 -0.71 -4.41
O 2.59 0.52 -3.98
H -2.37 -0.47 0.42
H -1.75 -2.09 1.05
H -0.60 -0.98 0.30
H -2.06 -0.54 3.00
H -0.96 0.63 2.24
H 0.61 0.07 4.33
H 1.69 -1.21 3.76
H 1.08 0.72 1.52
H 1.86 1.41 2.94
H 3.82 0.17 2.81
H 2.98 -1.25 2.02
H 3.96 1.35 0.68
H 2.75 0.28 -0.14
H 4.79 -1.48 0.86
H 5.78 -0.05 0.35
H 5.96 -1.19 -2.29
H 3.56 -1.75 -2.14
H 4.04 -1.36 -4.77
H 2.51 0.24 -4.90
C 1.57 -6.31 -7.33
C 2.11 -4.92 -7.07
O 1.33 -4.16 -6.16
C 1.20 -4.69 -4.86
C 2.52 -4.85 -4.13
H 0.53 -6.26 -7.66
H 2.16 -6.81 -8.10
H 1.59 -6.93 -6.43
H 2.12 -4.36 -8.01
H 3.15 -4.97 -6.73
H 0.65 -5.64 -4.89
H 0.57 -3.99 -4.31
H 3.16 -5.59 -4.60
H 2.35 -5.18 -3.10
H 3.06 -3.91 -4.11
C -1.07 4.56 -0.61
C 0.03 3.99 0.27
O 0.40 2.67 -0.07
C 0.90 2.47 -1.38
C 2.17 3.25 -1.67
H -1.94 3.91 -0.61
H -1.37 5.55 -0.25
H -0.75 4.68 -1.65
H -0.32 3.96 1.30
H 0.91 4.64 0.26
H 0.13 2.69 -2.12
H 1.13 1.41 -1.47
H 1.99 4.33 -1.65
H 2.56 2.99 -2.66
H 2.93 3.04 -0.92
C -0.75 0.26 -5.39
C -0.61 1.73 -5.07
O -0.54 2.56 -6.22
C -1.67 2.53 -7.08
C -2.95 2.98 -6.41
H 0.05 -0.07 -6.06
H -0.71 -0.34 -4.47
H -1.70 0.04 -5.88
H 0.33 1.89 -4.53
H -1.41 2.07 -4.41
H -1.79 1.53 -7.52
H -1.44 3.21 -7.90
H -3.26 2.30 -5.61
H -3.77 3.03 -7.14
H -2.83 3.97 -5.96
C -2.20 -3.00 5.86
C -1.63 -1.61 6.11
O -2.43 -0.80 6.95
C -2.66 -1.29 8.26
C -1.38 -1.46 9.08
H -3.22 -2.93 5.47
H -1.59 -3.54 5.14
H -2.24 -3.59 6.78
H -1.55 -1.09 5.15
H -0.61 -1.68 6.51
H -3.23 -2.22 8.23
H -3.29 -0.55 8.75
H -0.74 -2.23 8.66
H -1.63 -1.74 10.10
H -0.81 -0.53 9.09
C -4.34 4.03 3.54
C -4.02 2.55 3.39
O -2.87 2.14 4.10
C -2.90 2.31 5.50
C -4.01 1.54 6.19
H -3.47 4.64 3.26
H -5.18 4.31 2.91
H -4.60 4.28 4.57
H -3.82 2.34 2.34
H -4.88 1.94 3.67
H -2.95 3.37 5.76
H -1.94 1.95 5.87
H -5.00 1.90 5.90
H -3.93 1.63 7.27
H -3.96 0.48 5.92
*
```

Properties
Energy in Eh: -2213.3904
Gap between HOMO and LUMO in eV: 9.696
Molecular weight in u: 598.62